(1)
This record from the Open Molecules 2025 dataset describes a structure of composition C19H40LaNOP3 at a distorted geometry. The level of theory is wB97M-V/def2-TZVPD.

Each line ends with the Mulliken charge.
Positions of all 65 atoms, in Å:
La  -0.83862  0.17382  -1.35878  0.9747
P  1.70676  1.13341  0.62959  0.7398
P  -1.15240  2.91195  -1.64361  0.6487
P  1.88950  -0.47422  -2.15797  0.6555
H  -1.69924  -4.07443  -0.47964  0.3053
C  -0.61083  -4.21991  -0.57489  -0.5532
C  0.19738  -4.01466  0.48021  -0.5631
H  -0.21072  -3.61570  1.42591  0.2320
C  1.32448  1.65512  2.34952  -1.3728
C  2.46881  2.69731  0.04942  -1.2614
C  3.21607  0.16516  1.05328  -1.3362
C  -2.48380  2.23462  -2.74434  -1.5315
C  -1.94471  4.12049  -0.54467  -1.1957
C  0.00529  3.77790  -2.76184  -1.1044
C  2.67739  -2.07731  -1.76589  -1.1296
C  3.27041  0.59122  -2.69684  -1.3241
C  1.01591  -0.86881  -3.73856  -0.9633
H  -0.29636  -4.58910  -1.54816  0.2797
H  1.24323  -4.29182  0.50610  0.3555
H  1.28956  0.77878  3.00361  0.3733
H  0.36729  2.18092  2.38554  0.2911
H  2.11047  2.32257  2.72009  0.5090
H  1.68919  3.44808  -0.10366  0.2705
H  3.02106  2.55636  -0.88008  0.3264
H  3.15076  3.05579  0.82382  0.5152
H  2.91804  -0.68136  1.67750  0.3756
H  3.89564  0.79189  1.63082  0.4677
H  3.74056  -0.21025  0.17451  0.2863
H  -2.96517  3.17213  -3.09803  0.4684
H  -3.24775  1.66499  -2.16533  0.4709
H  -2.20470  1.59302  -3.60769  0.5353
H  -2.26032  5.03542  -1.07504  0.4376
H  -1.20912  4.37629  0.23999  0.3720
H  -2.80887  3.65194  -0.03750  0.3780
H  -0.45364  4.71958  -3.07744  0.4529
H  0.22285  3.13768  -3.62626  0.3367
H  0.95137  3.95572  -2.22928  0.3034
H  2.96971  -2.56614  -2.70387  0.4442
H  1.97711  -2.71938  -1.20982  0.0047
H  3.57029  -1.91232  -1.14865  0.4909
H  3.65337  0.21482  -3.65444  0.4944
H  4.07601  0.59372  -1.95173  0.4209
H  2.90858  1.62145  -2.83553  0.3011
H  1.65909  -1.26790  -4.52323  0.6147
H  0.51040  0.03310  -4.14105  0.4039
H  0.24168  -1.62762  -3.54799  -0.3163
C  -2.23404  -1.76665  -4.22430  0.9387
C  -3.29355  -1.17753  -4.89333  -0.4814
C  -3.49598  -1.49909  -6.23451  -0.7249
C  -2.65770  -2.44206  -6.83718  -0.5948
C  -1.66899  -3.10224  -6.09298  -0.7839
C  -1.43399  -2.75062  -4.76849  -0.2138
O  -1.83689  -1.23318  -2.91714  -0.0183
H  -2.64136  -1.29386  -2.34823  0.4350
H  -3.94716  -0.45860  -4.38862  0.3896
H  -4.31920  -1.04224  -6.78184  0.4221
H  -2.81392  -2.69747  -7.88664  0.4198
H  -1.10398  -3.90927  -6.53136  0.4439
H  -0.61199  -3.19800  -4.18687  0.2940
C  -1.25925  -0.45206  3.45076  -1.0952
C  -1.28194  -0.45600  2.02769  0.7660
N  -1.34650  -0.44047  0.86105  -0.2120
H  -0.33834  -0.96924  3.78076  0.3645
H  -2.16605  -0.96983  3.81765  0.3862
H  -1.28200  0.59900  3.80575  0.3792

The calculation puts the orbital gap at 7.527 eV. As for the spin multiplicity: 1. The molar mass is 530.36 g/mol. The charge is +3. The LUMO energy is -9.599 eV. As for the energy above the lowest of the compared OMol25 structures with the same formula, charge and spin: 0.0 kJ/mol.



(2)
This record from the Open Molecules 2025 dataset describes a structure of composition C19H40NP3SW at a distorted geometry. The level of theory is wB97M-V/def2-TZVPD.

Each line ends with the Mulliken charge.
Positions of all 65 atoms, in Å:
W  0.17473  -0.14131  -0.46036  -0.3848
P  -0.91433  -2.38832  1.28797  1.0652
P  1.18008  -1.15538  -2.26911  1.0420
P  -2.03690  0.43422  -1.02606  0.6449
H  3.27318  0.90985  3.34331  0.3565
C  2.35617  1.52335  3.29745  -0.5433
C  1.13665  1.03896  3.59347  -0.4122
H  0.96993  0.05585  4.06133  0.3033
C  0.23131  -2.97051  2.55049  -1.1236
C  -1.04639  -3.66053  0.03041  -1.0553
C  -2.48990  -2.23281  2.17219  -1.2578
C  2.49634  -0.09372  -3.00749  -1.3461
C  2.06481  -2.71925  -1.95549  -1.0699
C  -0.01109  -1.55350  -3.58599  -1.1339
C  -2.71513  1.42441  0.31545  -0.8648
C  -3.15271  -0.93336  -1.48441  -0.9955
C  -1.94438  1.53416  -2.46835  -0.9633
H  2.53592  2.51546  2.85655  0.3360
H  0.18808  1.38723  3.13136  0.1589
H  0.65629  -2.14339  3.13286  0.2187
H  1.05315  -3.55863  2.12926  0.3889
H  -0.33342  -3.62233  3.23126  0.5408
H  -0.06962  -4.02307  -0.30887  0.2642
H  -1.60276  -3.31368  -0.84588  0.3358
H  -1.59368  -4.51429  0.45868  0.5103
H  -2.47187  -1.42063  2.91132  0.4370
H  -2.65661  -3.17547  2.71255  0.5484
H  -3.30765  -2.06979  1.46110  0.3428
H  2.90047  -0.57630  -3.90974  0.4978
H  3.31940  0.04740  -2.29279  0.4056
H  2.09344  0.89604  -3.25908  0.4114
H  2.39472  -3.12094  -2.92215  0.5273
H  1.41820  -3.46058  -1.47158  0.1942
H  2.95164  -2.57081  -1.32496  0.3336
H  0.53133  -1.99306  -4.43657  0.5456
H  -0.54076  -0.65337  -3.92433  0.3139
H  -0.75031  -2.27889  -3.21516  0.3063
H  -3.68484  1.84551  0.01684  0.5131
H  -2.04527  2.24121  0.61680  0.1068
H  -2.88245  0.81916  1.21233  0.3123
H  -4.10144  -0.50459  -1.85098  0.5175
H  -3.32263  -1.59217  -0.61707  0.2019
H  -2.67740  -1.52360  -2.28624  0.3249
H  -2.87942  2.10678  -2.52400  0.5066
H  -1.81978  0.92994  -3.37405  0.3975
H  -1.09962  2.23303  -2.40994  0.1785
C  0.49216  3.33901  0.10001  0.7091
C  0.27535  4.21537  -0.99426  -0.5733
C  -0.23873  5.47600  -0.72508  -0.7629
C  -0.71678  5.79040  0.55113  -0.5065
C  -0.58220  4.88169  1.60503  -0.7174
C  -0.01394  3.62995  1.37800  -0.0822
S  1.35935  1.83142  -0.30888  -0.0122
H  -0.53477  -0.84698  0.99716  0.1188
H  0.50083  3.88472  -2.01851  0.4728
H  -0.23331  6.20233  -1.52751  0.4627
H  -1.22895  6.73964  0.70084  0.4639
H  -0.90640  5.11263  2.61222  0.4877
H  0.03589  2.87405  2.16549  0.2272
C  3.68825  -2.12486  1.52503  -1.1762
C  2.81402  -1.04514  1.09631  0.2790
N  1.76134  -0.76280  0.64110  0.5296
H  3.40528  -3.07125  0.99853  0.3878
H  3.60668  -2.22716  2.62725  0.3633
H  4.74042  -1.87728  1.28381  0.3912

The calculation puts the orbital gap (alpha / beta) at 4.470 / 5.179 eV. As for the spin multiplicity: 3. The molar mass is 591.37 g/mol. The charge is +4. The LUMO energy (alpha / beta) is -15.438 / -15.058 eV.



Calculated calculated total energy, -1932.64706; -2290.34815 a.u. (same order as the records).